Below is a single C7H12N4 molecule at a distorted geometry, with properties calculated with ωB97M-V/def2-TZVPD.

CARTESIAN COORDINATES (ANGSTROEM)
C 2.52845 -1.55658 -0.39247
N 1.29286 -2.09985 0.34161
C 0.18389 -1.27270 0.14256
C -1.17707 -1.68216 0.08334
C -2.18324 -0.66185 -0.05671
N -3.51183 -0.83460 -0.00482
N -1.88598 0.70377 -0.20665
C -0.60754 1.01920 -0.21889
N -0.25754 2.36651 -0.26939
C 0.97016 2.93643 0.30932
C 0.42587 0.06582 0.01691
H 3.01796 -0.70818 -0.06155
H 2.15699 -1.34302 -1.37655
H 3.26329 -2.38521 -0.17818
H 1.20345 -3.10020 0.18625
H -1.66046 -2.65152 0.07925
H -4.06984 -0.04322 0.20674
H -3.99057 -1.78348 0.10015
H -1.03304 3.03702 -0.29275
H 1.90485 2.76478 -0.28172
H 0.84740 4.07102 0.24022
H 1.14537 2.60892 1.42308
H 1.43656 0.54908 0.21023

Calculated values
energy relative to the best compared isomer or geometry (same formula, charge and spin)	0.5	kcal per mole
DFT total energy	-492.92569	Eh
F_max	4.38	eV/A
HOMO	-7.341	eV
Kohn-Sham gap	8.3	eV
SMILES	CNc1cc(N)nc(NC)c1
E_LUMO	1.00	eV